The following is a quantum chemistry calculation of a molecular structure, C52H75Cl5N6O7S2Si4Y in a non-equilibrium geometry, from the Open Molecules 2025 dataset.

Geometry as XYZ:
```
152
Properties=species:S:1:pos:R:3:mulliken_charge:R:1
Y -0.35943 0.05960 -0.39220 -1.681
C -4.33611 -2.05002 0.76297 -0.953
C -3.40899 -3.05726 1.37042 0.858
C -3.83923 -4.36412 1.56222 -0.546
C -3.06380 -5.27626 2.25493 -0.969
C -1.87632 -4.84675 2.81825 -0.746
C -1.42838 -3.53825 2.66267 1.132
C -0.24988 -3.09890 3.48816 -1.806
C -2.15228 -2.64890 1.84333 -0.765
N -1.69264 -1.31912 1.61434 1.721
C -2.32277 -0.46618 2.41836 -0.463
O -3.27500 -0.71455 3.16859 -0.780
C -1.73705 0.92181 2.50074 0.647
C -2.28765 1.78032 3.43717 -0.921
C -1.72364 3.03364 3.61179 -1.173
C -0.59656 3.36320 2.88254 -0.731
C -0.07696 2.43992 1.98155 -0.141
N -0.67370 1.26147 1.75751 1.563
C 1.27328 2.77371 1.36478 -0.239
O 1.40977 3.89516 0.83768 -0.893
N 2.19233 1.85356 1.57462 0.008
C 3.53195 2.22110 1.62243 0.241
C 4.53305 1.41582 1.03197 0.813
C 4.18525 0.11243 0.37099 0.187
C 5.86628 1.79590 1.09485 -0.783
C 6.26239 2.94297 1.76069 -0.917
C 5.29942 3.68650 2.42193 -0.803
C 3.95523 3.34427 2.37942 1.159
C 2.98204 4.14906 3.19404 -1.211
H -5.15696 -2.54351 0.24209 0.380
H -3.80974 -1.38909 0.07376 -0.596
H -4.74097 -1.42716 1.56176 0.567
H -4.80996 -4.65909 1.17633 0.407
H -3.41140 -6.29152 2.40702 0.405
H -1.29080 -5.52498 3.43068 0.456
H -0.37083 -3.46539 4.50916 0.529
H -0.18330 -2.01569 3.51552 0.120
H 0.68816 -3.49498 3.10169 0.237
H -3.14075 1.43522 4.00117 0.539
H -2.14743 3.73493 4.31947 0.395
H -0.10076 4.31606 3.00080 0.597
H 4.82364 -0.07199 -0.49547 0.382
H 3.14368 0.11603 0.07106 -1.174
H 4.33309 -0.70894 1.07782 0.540
H 6.61144 1.17053 0.61313 0.424
H 7.30483 3.23533 1.78819 0.363
H 5.59859 4.55543 2.99912 0.364
H 3.51335 4.73669 3.94332 0.488
H 2.27184 3.48859 3.69782 0.170
H 2.40866 4.82615 2.55678 0.159
Cl 1.58376 -1.24489 1.71881 -0.239
C 1.89935 -2.15333 0.28575 0.617
C 1.33512 -1.62741 -0.87313 -0.660
C 1.68553 -2.28574 -2.04573 0.512
Cl 1.08435 -1.63622 -3.53253 -0.166
C 2.49398 -3.41882 -2.08823 0.351
Cl 2.85383 -4.19990 -3.58153 -0.151
C 2.99250 -3.93248 -0.89350 0.239
Cl 3.95869 -5.35585 -0.89756 -0.185
C 2.71108 -3.27980 0.30526 -0.076
Cl 3.37170 -3.86468 1.78530 -0.203
C -1.82248 -2.07568 -5.22984 -0.686
C -1.71966 -3.49264 -4.67075 -0.235
C -2.69432 -3.71018 -3.52072 -1.113
S -2.17626 -3.27877 -1.81300 0.548
O -1.56929 -1.90188 -1.84273 -0.294
C -0.74023 -4.37944 -1.66335 0.744
C -1.02273 -5.85682 -1.88086 -0.464
C 0.18307 -6.68965 -1.44916 -1.256
H -1.07486 -1.91055 -6.00692 0.311
H -1.65958 -1.34784 -4.43878 -0.350
H -2.81058 -1.90557 -5.66310 0.559
H -0.69354 -3.68663 -4.34816 0.057
H -1.94679 -4.21484 -5.45910 0.458
H -2.98910 -4.75675 -3.41070 0.663
H -3.60362 -3.12423 -3.67496 0.628
H -0.39892 -4.19532 -0.64103 0.128
H 0.01498 -4.00807 -2.35194 -0.734
H -1.23512 -6.04610 -2.93676 0.312
H -1.89505 -6.15074 -1.29684 0.318
H 1.06427 -6.42748 -2.03838 0.261
H -0.01623 -7.75364 -1.58195 0.452
H 0.40825 -6.51045 -0.39617 0.270
C -3.95253 4.02585 0.57943 -0.919
Si -2.79552 4.12180 -0.92863 1.076
C -1.44866 5.35865 -0.45082 -0.713
C -3.77787 5.07015 -2.25943 -1.323
Si -2.32721 1.86588 -1.66480 1.303
Si -4.57738 1.05962 -1.58060 0.388
C -5.83886 2.20502 -2.44242 -1.342
C -5.24861 0.90191 0.19416 -1.009
C -4.82596 -0.62245 -2.45367 -0.801
Si -2.00206 2.04197 -4.03571 -0.002
C -0.23364 1.65793 -4.64524 1.433
C -2.36910 3.67647 -4.94673 -1.289
C -3.09164 0.76707 -4.93991 -0.010
H -4.04391 4.99993 1.06678 0.482
H -3.58265 3.31737 1.32398 0.036
H -4.95539 3.70561 0.29113 0.290
H -1.87020 6.12342 0.20757 0.412
H -1.05217 5.86636 -1.33466 0.328
H -0.60326 4.91115 0.06977 -0.123
H -4.27295 5.94393 -1.82614 0.470
H -4.54427 4.45360 -2.73228 0.171
H -3.11068 5.42739 -3.04692 0.314
H -5.96283 3.13597 -1.88466 0.319
H -6.82056 1.72736 -2.50611 0.462
H -5.52602 2.46424 -3.45748 0.310
H -5.78511 1.80717 0.48130 0.578
H -4.45359 0.74801 0.92734 -0.040
H -5.94564 0.06670 0.28492 0.452
H -5.20714 -0.48538 -3.46738 0.686
H -5.53475 -1.24971 -1.90902 0.639
H -3.88529 -1.17351 -2.52291 -0.626
H 0.32708 2.58809 -4.76720 -1.168
H -0.24134 1.13597 -5.60610 0.724
H 0.30989 1.03558 -3.93745 -1.182
H -1.66266 4.46386 -4.66971 0.269
H -3.37622 4.04080 -4.73310 0.395
H -2.29442 3.52762 -6.02834 0.347
H -3.02904 -0.21136 -4.46046 -0.938
H -2.77547 0.65068 -5.98019 0.532
H -4.14258 1.06696 -4.94104 0.464
C 0.98966 5.75332 -8.66777 -1.282
C 1.26010 4.57423 -7.74612 -0.233
S 2.14106 5.17364 -6.28563 1.143
O 3.15774 6.10724 -6.69950 -0.709
O 1.15534 5.61933 -5.32938 -0.591
C 2.93712 3.70117 -5.60501 -0.350
C 3.29845 3.96046 -4.13724 -1.902
N 2.99309 2.81020 -3.30694 0.434
C 1.94043 2.70112 -2.47027 -0.715
N 1.85751 1.47479 -1.95368 1.905
C 2.88602 0.76882 -2.46806 -1.381
C 3.60876 1.56413 -3.31525 -0.576
N 4.74616 1.19907 -4.05448 1.164
O 5.13172 0.04732 -3.94887 -0.657
O 5.29732 2.04208 -4.75662 -0.731
C 1.00532 3.80402 -2.17006 0.252
H 0.52036 5.41899 -9.59145 0.397
H 1.92378 6.25910 -8.90630 0.349
H 0.33346 6.47104 -8.17609 0.327
H 1.89280 3.81930 -8.21465 0.428
H 0.34662 4.12161 -7.36188 0.124
H 3.80713 3.47019 -6.21275 0.669
H 2.19188 2.90830 -5.68770 0.427
H 2.70358 4.79332 -3.77068 0.822
H 4.34832 4.21817 -4.04666 0.282
H 3.08662 -0.25455 -2.21385 0.823
H 1.36261 4.34267 -1.28995 0.243
H 0.04071 3.37815 -1.89554 -1.552
H 0.87337 4.49067 -3.00598 0.319
```

Output
* net charge: -1
* molecular weight: 1338.86 g/mol
* energy relative to the best compared isomer or geometry (same formula, charge and spin): 1.385 eV
* HOMO level: -4.908 eV
* orbital gap: 6.305 eV
* 2S+1: 1